Entry from OMol25: a cluster of 11 separate species, C43H91N5O18 in total in a non-equilibrium geometry (wB97M-V/def2-TZVPD).

Geometry as XYZ:
```
157
Properties=species:S:1:pos:R:3:forces:R:3
C 4.550684 3.709331 -4.278892 0.16 -0.67 -0.07
O 3.620696 3.099316 -3.379338 0.43 -0.09 0.51
C 2.350767 3.035954 -3.755232 -0.29 1.32 -0.06
O 1.901776 3.452333 -4.789510 -0.05 -0.46 -0.19
O 1.655284 2.595332 -2.712263 0.05 -0.89 0.34
C 0.249346 2.414571 -2.862231 -0.52 0.72 0.21
H 5.530611 3.476668 -3.867916 -0.03 -0.03 0.01
H 4.456624 4.791013 -4.330266 -0.39 -0.02 -0.10
H 4.441198 3.216637 -5.242672 0.09 0.39 -0.21
H -0.037246 1.549922 -3.456193 0.34 -0.03 -0.17
H -0.190056 3.325947 -3.268269 0.00 -0.11 -0.28
H -0.158179 2.293527 -1.860369 0.19 -0.22 0.05
C -6.337485 0.872020 -3.400615 -0.33 0.11 -0.83
O -5.243356 0.561039 -2.561529 -0.15 0.46 -0.06
C -4.138604 1.403720 -2.821883 1.35 -0.73 -0.14
C -3.298731 1.021277 -4.063907 -1.22 1.12 0.69
O -3.977150 1.497008 -5.209247 0.26 -0.35 -0.37
C -3.336410 1.114806 -6.401321 -0.42 0.22 -1.39
C -4.340321 1.331440 -7.541633 -0.20 0.24 0.92
O -3.744711 1.042448 -8.773879 -0.27 0.34 0.02
C -4.656360 1.214133 -9.866830 0.98 -0.76 0.67
H -6.067656 0.768078 -4.454881 0.07 -0.05 0.03
H -6.684144 1.904375 -3.285219 0.09 0.03 0.28
H -7.181183 0.204157 -3.233371 0.18 -0.08 0.47
H -3.431093 1.289211 -1.997187 -0.22 -0.15 0.28
H -4.371776 2.470343 -2.868896 -0.45 0.00 -0.14
H -3.173359 -0.063324 -4.128054 0.41 0.16 0.09
H -2.370137 1.594724 -3.946922 0.31 -0.49 -0.12
H -3.061131 0.056178 -6.432877 0.09 -0.07 0.36
H -2.448439 1.710772 -6.634991 0.16 0.04 0.35
H -4.720801 2.358976 -7.502433 0.20 0.19 -0.09
H -5.216884 0.716873 -7.295099 -0.02 -0.32 -0.41
H -5.089996 2.213498 -9.904546 -0.05 0.05 0.10
H -5.411631 0.434403 -9.754441 -0.34 0.18 -0.37
H -4.029332 1.029612 -10.734931 -0.33 0.05 -0.27
C -2.578835 2.351470 1.701091 -1.00 1.07 -0.34
O -1.681193 2.750033 2.698941 0.30 -1.20 0.29
C -1.342180 4.099519 2.832086 -0.43 0.01 -0.03
C -0.770479 4.347205 4.225587 -0.55 0.80 0.45
O 0.625831 4.462552 4.318782 0.21 -0.21 0.61
C 1.420843 3.269823 4.408320 -0.69 0.06 -0.29
C 1.472601 2.430574 5.681609 -0.18 0.93 0.45
O 0.268308 1.757202 6.002144 0.37 0.02 -0.44
C 0.317679 1.189158 7.298716 -0.35 0.53 0.58
H -2.829430 1.298742 1.798099 0.60 -0.14 -0.04
H -2.264237 2.625471 0.688374 0.43 -0.40 -0.04
H -3.552710 2.859992 1.792082 0.05 0.22 0.34
H -2.240551 4.723497 2.714352 -0.05 -0.07 0.02
H -0.643544 4.418682 2.045056 0.14 0.00 0.13
H -1.186687 3.696942 5.000901 0.09 -0.58 -0.44
H -1.176017 5.317543 4.536727 0.40 0.18 -0.14
H 2.411532 3.706092 4.287355 0.26 -0.55 -0.25
H 1.127395 2.614533 3.587804 0.26 -0.04 -0.10
H 1.753223 3.086781 6.515829 0.00 0.02 0.07
H 2.290491 1.711749 5.556073 0.06 -0.07 -0.09
H 1.315809 0.913270 7.648655 0.11 -0.32 -0.53
H -0.365248 0.344023 7.328900 0.12 -0.11 -0.01
H -0.015712 1.936823 8.030563 -0.17 -0.01 -0.02
C 1.038828 -1.425300 -2.410042 -0.32 0.47 -1.19
O 1.606627 -2.155932 -1.351488 -1.33 2.54 -0.40
C 2.727997 -1.508159 -0.771133 0.84 -0.34 -0.50
C 4.036255 -1.937986 -1.455895 0.78 1.44 0.78
O 4.140556 -1.657680 -2.832778 -0.35 -0.45 -0.43
C 4.250436 -0.296991 -3.170622 0.02 1.00 0.35
C 5.575725 0.365091 -2.777221 0.80 -1.64 -0.28
O 5.547949 0.918055 -1.489314 -0.74 0.38 0.34
C 6.706650 1.640527 -1.140234 -0.03 0.08 -0.72
H 0.732837 -0.430941 -2.080739 0.12 0.06 -0.06
H 0.152118 -1.908965 -2.825150 -0.08 -0.30 0.64
H 1.695170 -1.376531 -3.285258 0.33 0.25 0.30
H 2.810768 -1.821399 0.270551 -0.16 0.06 0.07
H 2.627697 -0.420302 -0.800685 -0.19 -0.06 0.04
H 4.279424 -2.986296 -1.295083 -0.13 0.19 -0.26
H 4.807317 -1.327071 -0.960412 0.02 -0.36 0.28
H 3.458744 0.316845 -2.726133 -0.18 -0.11 0.03
H 4.120312 -0.242814 -4.248335 0.10 -0.08 -0.12
H 5.959050 1.010516 -3.574833 -0.37 0.66 0.23
H 6.310521 -0.455231 -2.774771 0.12 -0.09 -0.02
H 6.595788 2.083859 -0.154673 -0.20 -0.21 0.08
H 6.825053 2.455114 -1.865296 0.30 0.04 0.06
H 7.589847 0.995275 -1.165513 0.09 0.05 0.04
C -7.939726 -3.999753 -3.166030 0.50 -0.93 0.04
O -6.532640 -3.926075 -3.323196 -0.09 0.06 0.02
C -6.006119 -2.641068 -3.157501 0.55 0.21 0.14
C -4.517708 -2.607469 -3.443132 -0.22 0.69 -0.17
O -3.776198 -3.188891 -2.399723 -0.04 -0.60 -0.25
C -2.391095 -2.946242 -2.531912 -0.01 1.11 0.36
C -1.635222 -3.791932 -1.548742 -1.47 -1.73 -0.15
O -2.007978 -5.156025 -1.832304 1.09 -0.05 -0.44
C -1.232383 -6.053148 -1.045407 -0.37 0.77 0.34
H -8.332330 -3.339123 -2.391186 0.06 0.28 -0.13
H -8.117740 -5.022961 -2.831170 -0.22 0.03 -0.04
H -8.435566 -3.878944 -4.130707 -0.17 0.36 0.06
H -6.144886 -2.297852 -2.123533 -0.16 0.08 -0.03
H -6.465639 -1.903577 -3.829126 -0.17 -0.14 -0.04
H -4.253690 -1.543015 -3.536598 -0.09 -0.13 0.20
H -4.303445 -3.034898 -4.429207 0.07 -0.45 0.11
H -2.239633 -1.893285 -2.238388 0.31 0.03 -0.27
H -2.047249 -3.075207 -3.562764 -0.03 -0.25 -0.04
H -2.054712 -3.611896 -0.551749 0.49 0.43 0.21
H -0.550433 -3.691212 -1.583684 0.01 0.36 0.03
H -0.174379 -6.143291 -1.316913 -0.03 0.24 -0.44
H -1.674246 -7.042574 -1.107901 -0.18 0.04 0.16
H -1.245074 -5.620171 -0.041020 0.03 -0.69 0.38
C 6.806699 2.704714 5.964636 0.28 0.14 0.50
O 5.788615 1.863892 6.448969 -0.16 0.01 0.12
C 5.898542 0.546256 5.935713 -0.45 0.28 -0.06
C 5.023629 -0.409291 6.734413 0.32 0.99 0.11
O 5.157962 -1.679772 6.147398 -0.17 -0.17 -0.28
C 4.108671 -2.552219 6.483776 -0.30 -0.83 0.49
C 2.902340 -2.539821 5.566074 -0.18 0.33 0.10
O 2.331183 -1.253740 5.569822 0.29 0.62 -0.29
C 1.348485 -1.020648 4.564578 0.61 -0.47 0.44
H 6.666577 3.690328 6.403888 -0.12 0.01 0.05
H 6.845284 2.830019 4.879052 -0.28 -0.27 -0.15
H 7.779235 2.331609 6.300448 0.15 0.00 -0.09
H 6.945460 0.231723 5.994929 -0.03 -0.16 -0.36
H 5.493324 0.578450 4.917608 0.51 -0.36 -0.22
H 3.999062 -0.032997 6.698667 -0.03 -0.20 0.03
H 5.370473 -0.401668 7.775543 -0.10 -0.20 0.06
H 3.807421 -2.398619 7.526000 -0.16 0.26 -0.03
H 4.471888 -3.584676 6.470669 0.33 0.10 -0.16
H 2.159107 -3.255460 5.939969 0.10 -0.22 0.03
H 3.191300 -2.863780 4.558919 0.02 0.20 -0.10
H 1.154262 0.047686 4.550405 -0.34 -0.11 0.16
H 0.483959 -1.631525 4.831111 -0.40 0.21 -0.36
H 1.733484 -1.281957 3.576972 0.02 -0.23 0.00
C 2.279545 -4.416149 -0.741732 0.91 -1.50 -1.54
C 1.512414 -4.351668 0.458465 -0.04 -0.37 0.32
N 0.897492 -4.315026 1.428076 -0.04 0.04 0.11
H 2.157882 -3.514343 -1.352220 0.21 -0.97 0.68
H 1.916275 -5.143550 -1.473765 -0.15 -0.55 0.58
H 3.343722 -4.600412 -0.609423 -0.13 -0.26 0.48
C 1.875442 3.239523 0.587897 0.16 0.49 0.02
C 2.044886 2.014808 1.355250 -0.32 -0.05 -0.52
N 2.187208 1.040683 1.942302 0.14 -0.16 0.02
H 0.918485 3.347195 0.080442 -0.16 -0.47 0.21
H 2.635180 3.293832 -0.191215 0.13 0.04 0.13
H 1.956612 4.084240 1.274882 0.17 0.03 -0.08
C -0.121365 -1.276825 1.317882 -1.07 -0.32 -0.09
C -0.767877 -0.497469 0.262402 0.44 -0.08 0.13
N -1.365044 0.050967 -0.553152 0.06 0.14 -0.09
H -0.860982 -1.252002 2.124063 0.33 -0.03 0.28
H 0.857656 -0.957023 1.651720 -0.05 0.41 -0.23
H -0.077625 -2.315854 0.992848 0.09 0.08 -0.02
C -2.476841 0.562406 4.796416 -0.11 -0.95 0.22
C -2.542424 -0.522400 5.773953 -0.03 0.25 0.67
N -2.549350 -1.381393 6.537173 -0.02 0.02 -0.07
H -1.552705 0.323860 4.270739 -0.18 0.58 -0.52
H -2.446822 1.557374 5.226141 0.14 -0.10 0.19
H -3.369514 0.424330 4.190759 0.27 0.27 -0.42
C -4.570526 -1.398580 0.184416 0.64 -0.07 0.36
C -3.864963 -1.394935 1.462536 0.25 0.26 0.16
N -3.283250 -1.364803 2.454451 -0.16 -0.11 -0.22
H -4.174437 -0.600535 -0.445031 -0.19 0.09 0.08
H -5.628419 -1.261892 0.391154 -0.09 -0.15 -0.35
H -4.312896 -2.335930 -0.310241 -0.50 -0.05 -0.13
```
Positions in Å, forces in eV/Å.

The LUMO energy is 0.26 eV. The total energy comes out at -3320.708768 Eh. As for the SMILES: COC(=O)OC.COCCOCCOC.COCCOCCOC.COCCOCCOC.COCCOCCOC.COCCOCCOC.CC#N.CC#N.CC#N.CC#N.CC#N.

Atom charges from the Löwdin analysis, given in e for atoms 1 to 8: -0.02, -0.02, -0.62, 0.14, -0.02, -0.05, 0.08, 0.10